Entry 1:
9
Properties=species:S:1:pos:R:3:forces:R:3:mulliken_charge:R:1 method="wB97M-V/def2-TZVPD" total_charge=0 energy_ha=-209.12312 smiles="C=N.C=O" e_homo_ev=-9.629 gap_ev=10.30 de_lowest_ev=2.699
C 1.377 0.004 0.831 1.4 0.4 -0.8 -0.12
N 1.587 0.998 1.586 -1.2 0.6 -0.5 -0.49
H 2.237 -0.409 0.279 -0.4 -0.1 -0.3 0.20
H 0.396 -0.377 0.572 -0.2 -0.3 0.9 0.17
H 2.483 1.428 1.374 0.5 -0.6 0.7 0.26
O -1.843 -0.421 0.011 -0.3 0.0 0.0 -0.39
C -2.042 -0.399 -1.172 0.6 -0.1 0.1 -0.08
H -1.396 0.211 -1.830 -0.2 0.1 -0.1 0.22
H -2.797 -1.035 -1.651 -0.3 0.0 -0.1 0.24

---

Entry 2:
56
Properties=species:S:1:pos:R:3:forces:R:3:mulliken_charge:R:1 method="wB97M-V/def2-TZVPD" total_charge=0 energy_ha=-2191.08573 smiles="CCOC(=O)C(F)(F)F.CCOC(=O)C(F)(F)F.C[N+](=O)[O-].C[N+](=O)[O-].C[N+](=O)[O-].C[N+](=O)[O-]" e_homo_ev=-11.072 gap_ev=10.95
C -5.768 -1.686 -1.820 -0.4 -0.1 -0.8 -0.66
N -5.632 -2.822 -2.795 -1.0 0.8 -1.3 0.85
O -5.917 -2.572 -3.961 0.3 0.2 0.5 -0.52
O -5.353 -3.916 -2.407 0.6 -0.9 0.9 -0.51
H -6.388 -2.057 -1.004 0.4 0.1 0.1 0.28
H -6.308 -0.940 -2.405 0.2 0.1 0.4 0.30
H -4.769 -1.337 -1.556 -0.2 -0.2 0.2 0.27
C 1.308 4.778 5.759 -0.1 0.1 0.6 -0.64
N 0.531 5.131 4.550 -0.9 -1.0 -0.3 0.88
O 1.022 5.935 3.825 1.3 1.8 -0.9 -0.52
O -0.501 4.566 4.266 -0.5 -0.7 0.9 -0.54
H 2.032 5.589 5.841 0.2 -0.5 0.2 0.30
H 1.715 3.778 5.602 0.3 0.3 -0.2 0.25
H 0.684 4.713 6.650 -0.3 0.2 -0.3 0.27
C 0.946 -2.445 2.027 -0.3 0.2 0.3 -0.64
N 0.675 -1.010 1.662 0.4 -0.5 -2.4 0.83
O 0.274 -0.830 0.514 0.0 -0.2 0.8 -0.52
O 0.959 -0.121 2.419 0.0 0.0 0.8 -0.50
H 1.858 -2.810 1.554 0.3 0.7 0.3 0.26
H 0.198 -3.081 1.552 -0.4 0.3 0.5 0.28
H 0.971 -2.417 3.116 0.1 -0.6 -0.2 0.29
C 5.752 2.224 2.413 -0.4 0.1 2.0 -0.71
N 6.809 3.253 2.718 3.0 0.1 -1.0 0.80
O 6.448 4.268 3.279 -0.3 -0.7 -0.2 -0.49
O 8.003 3.068 2.361 -2.7 -0.2 0.7 -0.50
H 6.037 1.214 2.116 0.6 0.8 -1.3 0.32
H 4.940 2.797 1.967 0.2 -0.6 -0.4 0.30
H 5.421 1.936 3.411 -0.4 0.6 0.3 0.28
C 0.624 5.762 -1.950 0.3 1.4 -1.3 -1.07
C -0.660 6.600 -1.952 0.0 -2.0 4.0 -0.31
O -1.087 7.308 -3.034 0.1 3.3 -3.2 -0.27
C -0.691 8.643 -3.217 3.5 -0.4 3.5 0.38
O 0.177 9.225 -2.528 -3.1 -2.2 -2.5 -0.50
C -1.536 9.422 -4.236 -0.6 -0.6 -1.2 0.80
F -2.712 8.757 -4.249 0.2 0.7 -0.8 -0.23
F -1.742 10.648 -3.794 0.0 0.0 0.1 -0.22
F -1.045 9.560 -5.533 -0.6 -0.8 2.1 -0.24
H 1.441 6.468 -2.105 0.5 -0.4 0.1 0.30
H 0.595 5.062 -2.785 0.1 0.0 -0.1 0.28
H 0.769 5.181 -1.040 -0.3 0.4 0.1 0.36
H -0.752 7.222 -1.062 0.7 0.4 0.0 0.40
H -1.385 5.835 -1.677 -0.9 0.2 -0.8 0.33
C -2.294 -9.556 -2.322 -0.7 -1.3 -0.3 -1.14
C -1.848 -9.918 -0.914 0.5 0.9 -0.6 -0.20
O -0.418 -9.784 -0.935 3.1 1.9 2.7 -0.25
C 0.231 -8.950 0.034 -5.0 1.3 1.3 0.42
O -0.400 -8.236 0.856 2.6 -2.7 -3.0 -0.56
C 1.776 -8.901 -0.031 -0.8 -2.8 -0.7 0.81
F 2.227 -7.727 -0.320 0.4 1.2 -0.4 -0.22
F 2.326 -9.279 1.152 -0.5 -0.1 -1.3 -0.23
F 2.091 -9.779 -1.057 0.7 0.9 1.5 -0.24
H -3.349 -9.826 -2.360 -0.4 0.8 -0.1 0.38
H -1.916 -10.219 -3.099 0.6 -0.2 0.3 0.31
H -2.050 -8.549 -2.662 -0.4 0.1 0.5 0.31
H -2.031 -10.954 -0.629 -0.3 0.1 -0.1 0.29
H -2.292 -9.221 -0.203 0.1 -0.2 0.2 0.32

---

Entry 3:
93
Properties=species:S:1:pos:R:3:forces:R:3:mulliken_charge:R:1 method="wB97M-V/def2-TZVPD" total_charge=-1 energy_ha=-5320.17445 e_homo_ev=-5.105 gap_ev=6.79
O 1.170 1.832 3.796 1.1 -0.5 -1.4 -0.68
S 0.622 0.489 3.646 -1.3 0.5 4.8 1.60
O -0.810 0.547 3.898 -0.1 -0.8 -1.1 -0.84
N 1.226 -0.606 4.628 0.3 1.2 -2.4 -0.74
C 2.680 -0.758 4.458 0.1 -0.7 0.8 0.07
C 3.488 -0.285 5.691 0.7 0.3 -0.4 -0.92
C 3.829 1.230 5.686 -0.2 -0.4 0.5 -0.98
C 5.045 1.553 4.799 -0.4 0.4 0.8 1.02
F 6.141 1.659 5.627 0.2 -0.1 -0.4 -0.34
F 5.350 0.593 3.897 -0.1 0.0 -0.1 -0.30
C 4.952 2.913 4.044 0.6 0.1 -0.3 0.47
F 3.748 3.185 3.595 -0.6 -0.1 0.1 -0.13
F 5.770 2.951 2.980 0.3 -0.3 0.0 -0.30
F 5.346 3.903 4.855 -0.2 0.2 0.3 -0.31
C 0.699 -0.043 1.851 0.5 -0.5 0.8 0.21
F -0.322 0.539 1.196 0.3 0.4 -0.4 -0.22
F 0.436 -1.370 1.846 0.1 0.1 -0.2 -0.24
C 2.085 0.126 1.128 -1.1 -0.2 -1.3 0.58
F 2.834 1.117 1.594 0.1 0.1 0.3 -0.15
F 2.728 -1.057 1.241 0.5 0.2 0.2 -0.31
C 1.916 0.343 -0.412 0.1 -0.1 0.1 0.49
F 1.396 1.539 -0.715 0.1 0.2 0.4 -0.18
F 1.082 -0.597 -0.899 0.0 -0.2 0.0 -0.33
C 3.237 0.230 -1.227 -0.4 1.2 -1.4 0.54
F 4.193 1.071 -0.797 -0.5 -0.6 -0.1 -0.21
F 3.701 -0.986 -1.340 0.4 -0.6 0.5 -0.26
F 2.908 0.610 -2.510 0.3 0.0 0.8 -0.29
H 2.885 -1.844 4.351 0.0 0.4 -0.1 0.34
H 3.113 -0.273 3.570 -0.1 -0.1 0.3 -0.22
H 4.457 -0.822 5.692 -0.4 0.1 0.1 0.31
H 3.007 -0.533 6.646 -0.2 0.0 -0.4 0.46
H 2.954 1.854 5.458 0.2 -0.3 -0.3 0.44
H 4.132 1.487 6.714 0.0 0.1 -0.4 0.39
O -5.948 -3.144 3.265 0.1 0.0 0.2 -0.66
S -5.013 -3.972 2.564 0.1 0.1 -0.8 1.20
O -3.990 -4.691 3.257 -0.2 0.1 0.3 -0.61
O -4.356 -3.126 1.383 -0.3 -0.3 0.0 -0.19
C -3.685 -1.886 1.709 0.6 0.6 0.4 -0.54
C -2.346 -2.102 2.382 -0.2 -0.3 0.1 -0.40
C -5.900 -5.109 1.547 0.0 0.0 -0.1 -0.95
H -4.337 -1.258 2.320 -0.1 -0.2 0.0 0.35
H -3.531 -1.366 0.763 -0.2 -0.3 -0.1 0.20
H -2.464 -2.566 3.361 0.0 0.1 0.0 0.39
H -1.834 -1.154 2.526 -0.1 0.0 0.0 -0.07
H -1.718 -2.763 1.784 0.0 0.1 -0.1 0.26
H -6.663 -4.569 0.992 0.0 0.0 0.0 0.31
H -6.362 -5.843 2.203 0.0 0.0 0.1 0.43
H -5.201 -5.600 0.875 0.0 0.0 0.0 0.27
O -4.509 -6.634 -2.788 0.0 -0.3 0.3 -0.65
S -5.931 -6.613 -2.645 -0.4 0.4 -0.5 1.25
O -6.565 -6.959 -1.408 0.3 -0.1 0.1 -0.59
O -6.583 -7.476 -3.823 0.0 0.3 0.0 -0.28
C -6.172 -8.845 -3.967 0.2 -0.8 0.1 -0.35
C -6.753 -9.738 -2.886 0.0 0.1 0.3 -0.99
C -6.534 -5.037 -3.153 -0.1 0.0 -0.1 -0.93
H -5.082 -8.911 -3.990 0.0 0.2 0.1 0.33
H -6.535 -9.175 -4.940 -0.1 0.3 0.0 0.27
H -6.365 -9.472 -1.903 0.0 0.0 0.0 0.31
H -6.501 -10.782 -3.075 0.0 0.0 -0.1 0.38
H -7.838 -9.633 -2.845 0.0 0.0 -0.1 0.26
H -6.084 -4.775 -4.107 0.0 0.0 0.0 0.33
H -6.244 -4.318 -2.389 0.1 -0.1 0.0 0.35
H -7.618 -5.084 -3.230 0.0 0.0 0.0 0.32
O 6.911 5.420 -3.979 -0.2 0.2 0.0 -0.64
S 6.135 4.890 -5.058 0.0 -0.7 -0.1 1.22
O 5.075 5.647 -5.653 0.1 0.2 0.1 -0.62
O 5.586 3.453 -4.645 0.3 0.1 -0.3 -0.30
C 4.801 3.335 -3.439 -0.6 0.2 0.7 -0.21
C 3.407 3.903 -3.605 0.0 0.2 -0.2 -0.87
C 7.220 4.352 -6.340 0.1 -0.1 0.0 -0.94
H 5.321 3.812 -2.605 0.1 0.1 -0.2 0.34
H 4.727 2.276 -3.203 0.3 0.0 -0.3 0.08
H 3.435 4.979 -3.777 0.0 0.0 0.0 0.43
H 2.812 3.721 -2.709 0.0 -0.1 0.0 0.21
H 2.910 3.450 -4.464 0.0 -0.1 0.1 0.30
H 8.015 3.751 -5.903 0.0 0.0 0.0 0.31
H 7.635 5.242 -6.809 -0.1 0.0 0.1 0.37
H 6.649 3.778 -7.066 0.0 0.0 0.0 0.31
O -0.414 4.625 1.172 0.3 0.2 -0.2 -0.67
S -0.855 4.339 -0.156 -0.5 -0.3 0.0 1.20
O 0.078 4.135 -1.224 0.2 0.2 0.1 -0.56
O -1.913 5.461 -0.600 -0.1 -0.2 0.0 -0.27
C -1.500 6.833 -0.546 0.3 0.6 -0.1 -0.35
C -0.533 7.188 -1.661 0.2 -0.2 -0.1 -0.97
C -1.969 2.977 -0.118 -0.2 0.1 -0.1 -0.51
H -1.073 7.060 0.434 0.0 -0.2 0.0 0.32
H -2.405 7.432 -0.649 -0.1 -0.3 0.0 0.28
H 0.407 6.649 -1.555 0.0 0.0 0.0 0.29
H -0.310 8.256 -1.650 -0.1 0.0 0.0 0.39
H -0.952 6.920 -2.632 0.0 0.1 0.0 0.25
H -2.702 3.139 0.669 0.1 0.0 0.0 0.37
H -1.384 2.087 0.090 0.1 0.1 0.0 -0.05
H -2.450 2.890 -1.090 0.0 0.0 0.0 0.37

---

Entry 4:
91
Properties=species:S:1:pos:R:3:forces:R:3:mulliken_charge:R:1 method="wB97M-V/def2-TZVPD" total_charge=0 energy_ha=-3267.91460 spin_multiplicity=3 e_homo_ev="-7.803 / -7.803" gap_ev="6.27 / 6.68" de_lowest_ev=0.922
Mo 0.086 -1.027 0.697 -1.3 -0.2 -2.0 -2.35
C 4.238 -0.574 -1.808 -0.3 -0.1 0.0 -0.99
Si 2.667 -1.573 -1.493 0.2 -0.5 -0.1 0.15
C 1.966 -2.345 -3.061 0.2 0.2 0.2 -1.06
C 3.074 -2.976 -0.302 -0.1 0.2 -0.2 -1.16
N 1.388 -0.547 -0.825 0.1 -0.2 0.7 0.34
P 1.436 1.007 -0.280 0.5 0.7 0.6 4.03
C 0.028 1.291 0.683 0.0 -1.3 -1.2 -1.79
P -1.391 0.981 -0.264 -0.4 0.6 0.6 2.33
N -1.505 -0.678 -0.391 0.0 0.2 0.5 0.96
Si -2.834 -1.739 -0.925 -0.2 -0.5 0.1 0.03
C -4.108 -0.754 -1.903 0.2 -0.1 0.2 -1.07
C -2.042 -3.080 -1.971 -0.2 0.2 0.2 -1.06
C -3.607 -2.435 0.644 0.1 0.0 -0.4 -0.98
C -1.479 1.746 -1.891 0.1 0.0 0.1 0.90
C -1.391 1.000 -3.061 -0.1 0.0 0.1 -0.83
C -1.427 1.646 -4.287 0.0 0.0 -0.1 -0.94
C -1.523 3.028 -4.342 0.0 0.0 0.0 -0.70
C -1.557 3.778 -3.172 0.0 0.0 0.0 -0.88
C -1.530 3.139 -1.944 0.1 -0.1 -0.1 -0.36
C -2.868 1.493 0.665 0.1 0.0 0.0 0.39
C -2.960 0.982 1.960 0.0 0.0 0.0 -0.80
C -4.059 1.258 2.753 0.0 0.0 0.0 -0.75
C -5.088 2.044 2.252 0.0 0.0 0.0 -0.59
C -5.007 2.554 0.965 -0.1 0.0 0.0 -0.70
C -3.900 2.285 0.172 0.1 0.0 -0.1 -0.46
C 2.794 0.947 0.941 0.0 0.0 -0.2 0.19
C 3.853 1.825 1.115 -0.1 0.0 0.0 -0.83
C 4.792 1.581 2.110 0.0 0.0 0.0 -0.78
C 4.677 0.473 2.936 0.0 0.0 0.0 -0.82
C 3.623 -0.416 2.769 -0.1 -0.1 0.1 -1.10
C 2.709 -0.171 1.765 0.0 0.2 -0.1 -0.27
C 1.876 2.167 -1.592 -0.3 0.0 0.2 1.13
C 1.884 1.777 -2.927 0.1 0.0 0.1 -0.04
C 2.161 2.710 -3.913 0.0 0.0 -0.1 -0.85
C 2.421 4.029 -3.570 0.0 0.0 0.0 -0.67
C 2.382 4.426 -2.240 0.0 0.1 0.0 -0.96
C 2.094 3.500 -1.250 0.0 0.0 0.0 -0.95
H 4.936 -1.179 -2.391 0.0 0.0 0.0 0.47
H 4.054 0.347 -2.359 0.0 0.0 0.0 0.31
H 4.728 -0.313 -0.868 0.0 0.0 0.0 0.27
H 2.664 -3.100 -3.431 0.0 0.0 0.0 0.38
H 1.023 -2.846 -2.835 0.0 0.0 0.0 0.22
H 1.791 -1.629 -3.866 0.0 0.0 0.0 0.35
H 3.661 -3.731 -0.831 0.0 0.0 0.0 0.47
H 3.660 -2.653 0.560 0.0 0.1 0.0 0.29
H 2.166 -3.466 0.053 0.0 0.0 0.0 0.21
H -3.724 -0.404 -2.861 0.0 0.0 0.0 0.27
H -4.970 -1.394 -2.105 0.0 0.0 0.0 0.49
H -4.463 0.111 -1.343 0.0 0.0 0.0 0.31
H -1.676 -2.704 -2.929 0.0 0.1 0.0 0.32
H -1.207 -3.526 -1.429 0.0 0.0 0.0 0.20
H -2.769 -3.869 -2.177 0.0 0.0 0.0 0.47
H -4.242 -1.702 1.144 0.0 0.1 0.0 0.29
H -4.220 -3.310 0.415 0.0 0.0 0.0 0.44
H -2.834 -2.754 1.347 0.0 0.0 0.0 0.19
H -1.279 -0.076 -2.995 0.0 0.0 -0.1 0.63
H -1.379 1.071 -5.203 0.0 0.0 0.0 0.44
H -1.561 3.527 -5.301 0.0 0.0 0.0 0.43
H -1.604 4.858 -3.222 0.0 0.0 0.0 0.46
H -1.528 3.706 -1.019 -0.1 0.1 0.0 0.60
H -2.156 0.367 2.344 0.0 0.0 0.1 0.26
H -4.118 0.856 3.756 0.0 0.0 0.0 0.49
H -5.953 2.261 2.865 0.0 0.0 0.0 0.41
H -5.814 3.159 0.573 0.0 0.0 0.0 0.44
H -3.856 2.692 -0.829 0.0 0.0 0.0 0.41
H 3.954 2.695 0.479 0.0 0.0 0.0 0.45
H 5.623 2.263 2.234 0.0 0.0 0.0 0.43
H 5.411 0.296 3.711 0.0 0.0 0.0 0.45
H 3.524 -1.285 3.407 0.0 0.0 0.0 0.59
H 1.902 -0.902 1.579 1.1 0.0 0.6 0.77
H 1.666 0.746 -3.181 0.0 0.0 -0.1 0.34
H 2.176 2.407 -4.952 0.0 0.0 0.0 0.44
H 2.639 4.753 -4.344 0.0 0.0 0.0 0.41
H 2.574 5.459 -1.980 0.0 0.0 0.0 0.44
H 2.016 3.809 -0.214 0.0 0.0 0.0 0.62
O -0.097 -2.070 7.624 -0.1 -0.1 0.1 -0.71
C -0.189 -2.997 6.809 0.4 0.2 -0.5 0.37
O -0.235 -4.228 6.900 -0.1 0.0 0.1 -0.69
C -0.183 -2.489 5.309 -0.2 -0.1 0.4 0.29
C -0.017 -1.135 5.026 0.0 -0.1 -0.1 -1.32
C 0.005 -0.717 3.718 -0.1 0.2 0.0 -0.21
N -0.146 -1.581 2.687 0.1 0.1 0.8 0.77
C -0.322 -2.899 2.964 0.3 -0.1 -0.1 0.47
C -0.346 -3.380 4.250 -0.1 0.0 -0.2 -0.90
C -0.334 -3.780 1.730 -0.2 -0.1 0.4 -0.02
O -0.585 -4.957 1.786 0.1 0.1 -0.1 -0.68
O -0.037 -3.104 0.649 0.0 0.4 -0.5 -0.35
H 0.105 -0.438 5.843 0.0 -0.1 0.0 0.57
H 0.149 0.323 3.446 0.0 0.0 -0.1 0.61
H -0.462 -4.439 4.438 0.0 0.0 0.1 0.65

---

Entry 5:
21
Properties=species:S:1:pos:R:3:forces:R:3:mulliken_charge:R:1 method="wB97M-V/def2-TZVPD" total_charge=0 energy_ha=-420.48356 e_homo_ev=-8.424 gap_ev=9.26 de_lowest_ev=2.730
C 0.573 0.084 -0.651 -0.3 -0.1 0.8 0.76
C 1.161 0.456 0.682 2.0 -2.5 -1.4 -0.71
C -2.230 -1.057 0.377 1.4 1.5 0.8 -0.06
C 1.628 -0.257 -1.630 -1.3 -1.7 -2.8 -1.23
C 1.988 -0.757 1.302 -0.8 1.1 -0.2 -1.02
C -2.451 1.337 -0.187 -0.3 1.7 0.2 -0.90
N -0.632 0.012 -1.068 0.8 -0.3 -0.9 -0.75
N -1.720 0.112 -0.213 -0.2 -2.2 2.0 0.46
O -1.603 -2.074 0.653 -0.9 1.0 -1.0 -0.54
H 1.883 1.240 0.536 -0.1 0.8 0.0 0.40
H -3.239 -0.783 0.747 0.0 -0.7 -0.1 0.33
H 1.586 -1.416 -1.919 0.5 2.4 1.2 0.21
H 2.580 0.131 -1.290 0.3 -0.3 -0.5 0.37
H 1.254 0.162 -2.613 0.9 -0.1 0.9 0.40
H 2.897 -1.018 0.751 -0.4 -0.1 0.0 0.33
H 1.241 -1.576 1.345 0.9 0.1 0.4 0.30
H 2.299 -0.339 2.284 -0.2 -0.9 -0.4 0.33
H -3.371 1.269 -0.848 0.9 0.6 0.9 0.33
H -2.623 1.803 0.862 -0.3 -1.4 -1.5 0.28
H -1.712 2.071 -0.549 -0.7 -0.1 -0.5 0.34
H 0.490 0.601 1.430 -2.3 1.3 1.8 0.37

---

Entry 6:
31
Properties=species:S:1:pos:R:3:forces:R:3:mulliken_charge:R:1 method="wB97M-V/def2-TZVPD" total_charge=0 energy_ha=-597.29654 e_homo_ev=-7.939 gap_ev=8.64 de_lowest_ev=5.120
C 4.110 -0.074 -0.100 1.6 2.6 -0.9 -0.70
C 3.422 1.184 -0.043 -0.7 -0.5 0.8 -0.68
C 3.404 -1.220 -0.091 -0.9 -0.2 0.6 -0.45
C 2.035 1.235 0.205 1.6 -2.2 -0.6 0.43
C 1.402 0.018 0.328 -4.2 1.2 0.8 0.54
C 2.021 -1.203 0.196 1.0 0.7 -0.5 0.29
C 1.170 2.415 0.289 -0.9 1.8 2.6 -0.77
C -0.301 1.875 0.340 -1.3 0.4 -2.4 -0.64
C -1.587 -1.593 1.046 -1.0 1.9 2.9 -1.80
C -2.838 0.156 0.004 2.2 4.4 3.7 -1.99
C -1.056 -0.960 -1.235 4.9 1.7 1.0 -1.74
C -1.406 -0.352 0.164 1.1 -2.4 -0.8 1.67
N -0.355 0.521 0.734 4.1 -3.4 0.2 -0.11
O 1.332 -2.335 0.311 -1.7 -0.1 1.2 -0.47
H 5.244 -0.233 -0.256 -2.0 1.0 0.2 0.23
H 3.803 2.180 -0.045 1.3 0.2 -0.3 0.44
H 4.028 -2.072 -0.252 -0.5 -1.1 0.1 0.34
H 1.306 2.929 1.304 0.3 -0.5 -1.3 0.22
H 1.433 3.179 -0.483 -0.7 -0.6 0.5 0.40
H -1.072 2.231 1.098 1.2 1.2 -1.4 0.37
H -0.630 1.904 -0.766 -0.2 0.6 1.3 0.19
H -0.712 -1.949 1.509 1.5 0.3 0.8 0.50
H -2.333 -1.310 1.885 1.1 -0.8 -1.2 0.31
H -1.847 -2.490 0.580 -1.4 -1.0 -1.3 0.42
H -2.880 0.946 -0.706 -0.4 0.4 -1.0 0.46
H -3.193 0.637 1.003 0.5 -0.9 -1.5 0.41
H -3.382 -0.672 -0.165 -2.2 -2.5 -1.0 0.63
H -0.683 -1.981 -1.222 -0.1 0.1 0.2 0.25
H -1.893 -0.857 -1.744 -3.8 -0.2 -2.9 0.74
H -0.272 -0.339 -1.821 -1.1 -0.8 1.0 0.26
H 1.643 -2.976 -0.286 0.8 -1.3 -1.1 0.28

---

Copy entry 6 word for word.
31
Properties=species:S:1:pos:R:3:forces:R:3:mulliken_charge:R:1 method="wB97M-V/def2-TZVPD" total_charge=0 energy_ha=-597.29654 e_homo_ev=-7.939 gap_ev=8.64 de_lowest_ev=5.120
C 4.110 -0.074 -0.100 1.6 2.6 -0.9 -0.70
C 3.422 1.184 -0.043 -0.7 -0.5 0.8 -0.68
C 3.404 -1.220 -0.091 -0.9 -0.2 0.6 -0.45
C 2.035 1.235 0.205 1.6 -2.2 -0.6 0.43
C 1.402 0.018 0.328 -4.2 1.2 0.8 0.54
C 2.021 -1.203 0.196 1.0 0.7 -0.5 0.29
C 1.170 2.415 0.289 -0.9 1.8 2.6 -0.77
C -0.301 1.875 0.340 -1.3 0.4 -2.4 -0.64
C -1.587 -1.593 1.046 -1.0 1.9 2.9 -1.80
C -2.838 0.156 0.004 2.2 4.4 3.7 -1.99
C -1.056 -0.960 -1.235 4.9 1.7 1.0 -1.74
C -1.406 -0.352 0.164 1.1 -2.4 -0.8 1.67
N -0.355 0.521 0.734 4.1 -3.4 0.2 -0.11
O 1.332 -2.335 0.311 -1.7 -0.1 1.2 -0.47
H 5.244 -0.233 -0.256 -2.0 1.0 0.2 0.23
H 3.803 2.180 -0.045 1.3 0.2 -0.3 0.44
H 4.028 -2.072 -0.252 -0.5 -1.1 0.1 0.34
H 1.306 2.929 1.304 0.3 -0.5 -1.3 0.22
H 1.433 3.179 -0.483 -0.7 -0.6 0.5 0.40
H -1.072 2.231 1.098 1.2 1.2 -1.4 0.37
H -0.630 1.904 -0.766 -0.2 0.6 1.3 0.19
H -0.712 -1.949 1.509 1.5 0.3 0.8 0.50
H -2.333 -1.310 1.885 1.1 -0.8 -1.2 0.31
H -1.847 -2.490 0.580 -1.4 -1.0 -1.3 0.42
H -2.880 0.946 -0.706 -0.4 0.4 -1.0 0.46
H -3.193 0.637 1.003 0.5 -0.9 -1.5 0.41
H -3.382 -0.672 -0.165 -2.2 -2.5 -1.0 0.63
H -0.683 -1.981 -1.222 -0.1 0.1 0.2 0.25
H -1.893 -0.857 -1.744 -3.8 -0.2 -2.9 0.74
H -0.272 -0.339 -1.821 -1.1 -0.8 1.0 0.26
H 1.643 -2.976 -0.286 0.8 -1.3 -1.1 0.28